(1)
Below is a structure of composition C24H50AsF5N2O2PtSi3Te in a non-equilibrium geometry, with properties calculated with ωB97M-V with the def2-TZVPD basis set.

ORCA input file:
```
! wB97M-V def2-TZVPD RIJCOSX def2/J DEFGRID3
* xyz 2 1
Pt 0.5325 -0.6537 0.0570
C -4.7341 -2.9835 -1.5449
Si -3.1422 -3.4512 -0.7181
C -3.4428 -4.2782 0.9125
C -1.9506 -4.4175 -1.7621
As -1.3617 -1.3343 1.2852
Si 0.0545 -3.1240 2.4424
C -1.0580 -3.8115 3.7875
C 0.5765 -4.3477 1.1491
C 1.3812 -2.0049 3.1477
Si -2.8009 0.2160 2.5734
C -3.2164 1.8928 1.8971
C -4.2532 -0.9617 2.7201
C -1.5908 0.2110 4.0238
H -5.4301 -3.8195 -1.4573
H -4.5936 -2.7767 -2.6062
H -5.2069 -2.1080 -1.0990
H -3.4764 -5.3543 0.7322
H -4.3888 -3.9862 1.3622
H -2.6546 -4.1227 1.6535
H -2.5364 -5.2477 -2.1682
H -1.1259 -4.8364 -1.1893
H -1.5399 -3.8641 -2.5959
H -1.4065 -4.8140 3.5398
H -1.9353 -3.1992 3.9988
H -0.4862 -3.8738 4.7153
H -0.1526 -5.1572 1.0872
H 1.5362 -4.7866 1.4274
H 0.6752 -3.9104 0.1562
H 1.0331 -1.4896 4.0426
H 1.8146 -1.2693 2.4733
H 2.1875 -2.6827 3.4459
H -3.8045 1.8320 0.9835
H -2.3275 2.4929 1.7029
H -3.8120 2.3815 2.6735
H -4.7890 -1.0326 1.7725
H -4.9572 -0.5721 3.4578
H -3.9653 -1.9643 3.0402
H -0.5875 0.5075 3.7086
H -1.5413 -0.7555 4.5275
H -1.9007 0.9442 4.7718
F -3.1612 0.2061 -2.2753
Te -1.5628 -0.6233 -1.7262
F -2.0516 -1.8628 -3.0957
F -0.0300 -2.1884 -1.2042
F -1.8918 0.7063 -0.2522
F 0.2483 1.8198 -1.5583
O -2.4330 -1.7932 -0.2733
O 2.6473 -0.3585 0.3169
C 3.5979 -0.9869 -0.2242
C 3.4404 -1.7368 -1.4973
C 3.6608 -0.6153 -2.5596
C 4.8834 0.3045 -2.3681
C 4.8257 1.3088 -1.1983
C 5.2078 0.7172 0.1715
N 4.8467 -0.7175 0.1669
H 2.4517 -2.1824 -1.6099
H 4.1959 -2.5177 -1.5919
H 2.7589 0.0052 -2.5884
H 3.7334 -1.1073 -3.5297
H 4.9802 0.8771 -3.2910
H 5.7980 -0.2971 -2.3122
H 3.8172 1.7287 -1.1417
H 5.4901 2.1454 -1.4137
H 4.6959 1.2136 0.9915
H 6.2771 0.7647 0.3647
H 5.5311 -1.2840 -0.3151
C 0.8843 6.3021 -2.7792
N 0.4468 4.9941 -3.1762
C 1.4319 4.1240 -3.7513
C -0.6503 4.4185 -2.4664
C -0.3377 4.0715 -1.0160
C -0.4219 5.0191 0.0031
C -0.0630 4.7352 1.3173
C 0.3836 3.4707 1.6591
C 0.4627 2.5095 0.6658
C 0.1124 2.8240 -0.6259
H 1.5466 6.7072 -3.5450
H 1.4333 6.3383 -1.8217
H 0.0255 6.9731 -2.6960
H 1.8511 4.5728 -4.6549
H 0.9628 3.1804 -4.0357
H 2.2820 3.8830 -3.0842
H -0.9615 3.5140 -2.9933
H -1.4990 5.1101 -2.4719
H -0.7855 6.0067 -0.2495
H -0.1316 5.5037 2.0745
H 0.6698 3.2415 2.6766
H 0.7776 1.4875 0.8580
*
```

Output
HOMO level: -12.0 eV
E_LUMO: -8.2 eV

---

(2)
Below is a structure of composition C18H12BrF3N8O3Pd, with properties calculated with ωB97M-V with the def2-TZVPD basis set.

ORCA input file:
```
! wB97M-V def2-TZVPD RIJCOSX def2/J DEFGRID3
* xyz -2 1
Pd -2.2974 2.5231 1.0946
Br 1.3414 -8.5780 -1.3664
C 1.8000 -6.7388 -1.5956
C 1.7086 -5.8670 -0.5190
C 2.0324 -4.5345 -0.6817
C 2.4760 -4.0359 -1.9257
C 2.5612 -4.9516 -2.9881
C 2.2224 -6.2849 -2.8325
N 3.0345 -2.7775 -2.1032
N 2.6274 -1.7182 -1.4834
C 1.3865 -1.4964 -1.0426
C 0.2103 -2.2161 -1.4247
C -1.0194 -1.9153 -0.9529
C -1.2513 -0.8506 0.0198
O -2.3365 -0.6775 0.5526
C -0.0682 0.0165 0.3063
N -0.2881 1.0932 1.0807
C 0.7338 1.8641 1.4074
C 2.0332 1.6066 0.9603
C 2.2663 0.5208 0.1540
C 1.1970 -0.3153 -0.2052
H 1.3792 -6.2311 0.4456
H 1.9443 -3.8590 0.1588
H 2.9153 -4.5864 -3.9443
H 2.2899 -6.9677 -3.6698
H 0.3062 -3.0089 -2.1550
H -1.8981 -2.4567 -1.2812
H 0.4986 2.7035 2.0506
H 2.8403 2.2663 1.2556
H 3.2547 0.2811 -0.2141
F 0.2837 3.8597 4.9763
C -0.9149 4.4713 5.0116
F -0.6570 5.8021 5.0029
F -1.4399 4.2004 6.2319
C -1.8955 4.0609 3.8547
O -2.9788 4.6353 3.8998
O -1.4108 3.2105 3.0771
N -1.8402 5.0527 -2.4127
N -2.6351 4.3105 -1.5393
N -3.1836 4.8556 -0.4877
C -3.6826 3.7485 0.1490
N -3.4949 2.6057 -0.6394
N -2.7598 3.0169 -1.6837
H -1.9023 4.5599 -3.2979
H -0.8821 4.9447 -2.0850
H -4.5065 3.8578 0.8415
*
```

Output
HOMO level: -1.4 eV
E_LUMO: 3.7 eV

---

(3)
Below is the ion C16H26BrN2O3 with charge +1 in a non-equilibrium geometry, with properties calculated with ωB97M-V with the def2-TZVPD basis set.

ORCA input file:
```
! wB97M-V def2-TZVPD RIJCOSX def2/J DEFGRID3
* xyz 1 1
C -3.0264 3.7557 0.1009
N -2.3070 2.9496 -0.8978
C -0.8436 3.1805 -0.8733
C -0.2054 2.4192 -2.0507
N -0.4829 1.0077 -2.0457
C 0.4148 0.1632 -1.2774
C 0.2252 -1.3113 -1.6897
O -0.7597 -1.9280 -0.8943
C 1.5247 -2.1232 -1.6390
O 1.9560 -2.1987 -0.2964
C 2.7890 -3.3104 -0.0285
C 3.1705 -3.3080 1.4570
O 2.0239 -3.2350 2.2750
C 1.3797 -2.0527 2.4106
C 0.0506 -2.1349 2.8393
C -0.7162 -0.9991 2.9930
C -0.1414 0.2297 2.7259
Br -1.2060 1.8086 2.8248
C 1.1805 0.3445 2.3405
C 1.9422 -0.7967 2.1850
C -1.8952 0.7436 -1.9156
C -2.5598 1.4951 -0.7511
H -2.8358 4.8141 -0.0643
H -4.0963 3.5727 0.0280
H -2.6888 3.4857 1.0999
H -2.6381 3.2177 -1.8338
H -0.4636 2.8225 0.0845
H -0.6412 4.2487 -0.9582
H 0.8725 2.5785 -2.0392
H -0.5936 2.8374 -2.9885
H 0.2698 0.2397 -0.1896
H 1.4338 0.4727 -1.5095
H -0.1429 -1.3312 -2.7213
H -0.3251 -2.2405 -0.0887
H 1.3142 -3.1308 -2.0220
H 2.2961 -1.6641 -2.2708
H 2.2481 -4.2376 -0.2666
H 3.7016 -3.2695 -0.6379
H 3.8739 -2.4995 1.6736
H 3.6443 -4.2605 1.7028
H -0.3675 -3.1084 3.0381
H -1.7462 -1.0729 3.3065
H 1.6191 1.3150 2.1616
H 2.9659 -0.6871 1.8709
H -2.0476 -0.3250 -1.7695
H -2.3828 1.0354 -2.8537
H -3.6341 1.3110 -0.7518
H -2.1490 1.1763 0.2067
*
```

Output
HOMO level: -11.0 eV
SMILES: C[NH+]1CCN(C[C@H](O)COCCOc2ccc(Br)cc2)CC1
E_LUMO: -2.5 eV

---

(4)
Below is the ion C3H8NO2 with charge -1, with properties calculated with ωB97M-V with the def2-TZVPD basis set.

ORCA input file:
```
! wB97M-V def2-TZVPD RIJCOSX def2/J DEFGRID3
* xyz -1 1
N -1.2013 -0.9219 0.1543
C -0.2686 0.2379 0.1989
C -0.1748 1.0760 -1.1011
O 0.5612 2.1761 -0.9680
C 1.0958 -0.2594 0.6108
O 1.0596 -1.0560 1.8094
H -0.7644 -1.6272 -0.4427
H -2.0057 -0.6038 -0.3820
H -0.6281 0.9203 0.9695
H -1.2642 1.2475 -1.3966
H 0.1831 0.3568 -1.8854
H 1.7416 0.6093 0.7659
H 1.5351 -0.8193 -0.2261
H 0.1306 -1.3362 1.8931
*
```

Output
HOMO level: -2.5 eV
SMILES: N[C@H](C[O-])CO
E_LUMO: 4.1 eV